{"formula": "C34H30CuF2N4O14Pt2", "method": "ωB97M-V/def2-TZVPD", "multiplicity": 6, "total_energy_ha": -4663.610766, "gap_ev": [4.55, 2.21], "total_charge": 2, "elements": ["Cu", "Pt", "Pt", "C", "C", "C", "O", "C", "C", "C", "O", "O", "O", "H", "H", "C", "C", "C", "O", "C", "C", "C", "O", "O", "O", "H", "H", "C", "C", "O", "C", "O", "O", "F", "H", "H", "H", "C", "C", "O", "C", "O", "O", "F", "H", "H", "H", "N", "C", "C", "C", "C", "H", "H", "H", "H", "H", "N", "C", "C", "C", "C", "H", "H", "H", "H", "H", "N", "C", "C", "C", "C", "H", "H", "H", "H", "H", "N", "C", "C", "C", "C", "H", "H", "H", "H", "H"], "positions_angstrom": [[36.0928, -20.5515, 3.9809], [32.6340, -17.3393, -3.2377], [36.0443, -16.3945, 3.1738], [34.2447, -19.8886, -0.2216], [34.3605, -19.4864, 1.0704], [33.6437, -18.2599, 1.6619], [33.9973, -17.8251, 2.7974], [32.7295, -17.5219, 0.9094], [32.6335, -17.8812, -0.4770], [33.4931, -19.0847, -1.0954], [33.5218, -19.0983, -2.2946], [31.8033, -17.3523, -1.2262], [34.9055, -20.3697, 1.8055], [34.6734, -20.8206, -0.5590], [32.2727, -16.6176, 1.2836], [28.4385, -17.0303, -6.5260], [29.3905, -17.8565, -5.9219], [29.7500, -17.7577, -4.4322], [30.6967, -18.4536, -3.8852], [29.1530, -16.8533, -3.6663], [28.0756, -15.9732, -4.2285], [27.8096, -15.9993, -5.8266], [27.1737, -15.1249, -6.4467], [27.4306, -15.1578, -3.5270], [29.9020, -18.7257, -6.7074], [28.3102, -17.1107, -7.5953], [29.2442, -16.8098, -2.5911], [29.4864, -14.8696, 4.7058], [30.8523, -15.1016, 4.0069], [31.5094, -15.7043, 5.0053], [31.0506, -15.3197, 6.1181], [31.5387, -15.4788, 7.2190], [30.0198, -14.6306, 5.9540], [31.4637, -14.0112, 3.6819], [28.8430, -15.7474, 4.6454], [28.8653, -13.9951, 4.5120], [30.8418, -15.7368, 3.1212], [29.7494, -21.0877, -1.5414], [29.8235, -19.7905, -0.8310], [30.4467, -20.1106, 0.3703], [30.4362, -21.4886, 0.5363], [30.7623, -22.1961, 1.4490], [29.8379, -22.0418, -0.5227], [28.6438, -19.1490, -0.7147], [30.5501, -21.1820, -2.2749], [28.7523, -21.1264, -1.9802], [30.3949, -19.1668, -1.5184], [32.9507, -24.0298, 1.7649], [34.1037, -23.6861, 1.1353], [35.2025, -24.4101, 1.6734], [34.6632, -25.3171, 2.4750], [33.3367, -25.1107, 2.5475], [32.0483, -23.6011, 1.6168], [34.0701, -22.9942, 0.3067], [36.2410, -24.2117, 1.4533], [35.2314, -26.1483, 2.8655], [32.5776, -25.6569, 3.0877], [30.7311, -18.8073, 3.9952], [29.6784, -18.4903, 3.2070], [28.5650, -18.4415, 4.0506], [29.0326, -18.4286, 5.4137], [30.4198, -18.6415, 5.3206], [31.6334, -18.9651, 3.5697], [29.8695, -18.3122, 2.1591], [27.5417, -18.2551, 3.7598], [28.4157, -18.2941, 6.2899], [31.2419, -18.7459, 6.0132], [30.0767, -15.3766, 0.0726], [30.1568, -14.0141, 0.0993], [29.0561, -13.5790, 0.8453], [28.2065, -14.6875, 1.0659], [28.8928, -15.8352, 0.7037], [30.8212, -15.9567, -0.2870], [31.0439, -13.4876, -0.2208], [28.8441, -12.5937, 1.2334], [27.2221, -14.5849, 1.4982], [28.6496, -16.8863, 0.7513], [35.9207, -19.7251, -3.9132], [35.8698, -21.0711, -4.0747], [36.9756, -21.4733, -4.8565], [37.7331, -20.2868, -5.1366], [37.0690, -19.2854, -4.4848], [35.1927, -19.1775, -3.4771], [35.0573, -21.6225, -3.6250], [37.1082, -22.4828, -5.2169], [38.6330, -20.2547, -5.7328], [37.3276, -18.2520, -4.3072]], "forces_ev_per_a": [[-0.8494, 0.9585, -1.3134], [-0.8828, 0.0323, -0.9877], [-0.7087, -0.8859, -0.1076], [-1.3854, 0.9218, -2.2382], [-0.4586, -2.2607, 1.7827], [1.5972, 2.1417, 1.6358], [0.3316, -1.0521, -0.4935], [0.3142, -1.6155, -2.8368], [0.6279, -1.1737, 3.4279], [0.3611, 1.8728, 4.3147], [0.3928, -1.0584, -4.0428], [-0.6565, 1.3008, -1.1282], [1.0404, 0.5109, 2.2256], [0.2932, 0.1115, -0.0349], [0.0512, -0.0899, 0.1669], [-0.0060, 0.2139, -0.5086], [1.8179, -3.3082, -1.6026], [1.9054, -0.7017, -0.0801], [0.2954, -0.8390, -1.0969], [-3.9171, 2.6249, -0.6687], [-0.8245, 1.7295, 1.1451], [-1.1117, 2.1134, 0.7708], [0.7842, -1.1787, 1.5479], [1.5461, -2.0374, -1.6515], [-0.4595, 1.6001, 2.3637], [-0.1099, -0.0965, -0.0229], [0.3739, -0.0007, 0.0290], [-0.2624, 0.7989, -1.5337], [-3.4622, -1.9293, -1.8687], [3.7603, -3.1892, -2.5423], [2.8092, -0.4001, 7.2198], [0.0495, -0.5282, -1.5026], [-4.8419, 2.4320, 1.5721], [1.5282, 3.3546, -0.9461], [0.2247, -0.2908, 0.2452], [0.3945, 0.0552, -0.8028], [-0.1799, -0.3744, 0.0963], [-1.6599, -0.0534, -0.8713], [1.4424, 0.6330, -2.4796], [0.6226, -0.8995, 1.5626], [-1.6984, -0.4582, -0.7611], [0.9706, 1.3425, 0.3869], [0.7040, -0.6434, 0.2986], [-0.8029, -0.0421, 1.1677], [-0.1333, -0.1538, -0.0022], [0.2294, -0.3998, -0.4295], [0.5237, 0.5942, 0.7901], [2.7853, -1.3587, -0.0731], [-1.1930, 1.4725, -0.2989], [0.7760, 1.6653, -1.5755], [2.8074, -2.5023, 1.0458], [-4.5493, 0.7330, 0.3810], [-0.7193, 0.2079, -0.0015], [0.1585, 0.2261, 0.1996], [-0.1093, -0.2517, -0.2137], [-0.3137, 0.0773, 0.5452], [0.0809, -0.0456, 0.0905], [0.6729, 1.1575, -0.1107], [-1.3278, -0.8386, 0.6117], [0.4364, 1.3596, -0.0593], [1.3781, -0.5947, -1.2682], [-0.7035, -0.6554, -0.0557], [0.1582, 0.2830, 0.6269], [-0.4300, -0.5064, -0.0314], [0.0499, -0.0016, -0.0964], [0.2491, -0.1156, -0.0014], [-0.4254, 0.0428, 0.3559], [-0.2612, 0.5762, 0.2232], [0.6523, -2.3638, 0.8398], [-2.6105, -0.4582, 0.6714], [0.3238, 2.0564, 0.7311], [1.5288, 0.9287, -1.6554], [0.1058, -0.6491, -0.5217], [-0.1409, -0.0202, -0.2561], [0.1034, 0.1131, -0.4404], [0.1266, -0.3446, 0.1213], [0.0251, 0.0511, -0.0030], [0.1574, -1.2098, -0.0353], [-0.6790, 0.9546, 0.2662], [1.2561, 1.4448, -0.8916], [-0.4869, -3.7782, -0.2122], [-0.6909, 2.2618, 0.7858], [-0.2319, 0.1348, 0.4528], [0.0498, -0.1343, -0.2015], [0.2844, 0.1153, 0.0584], [-0.0685, 0.2404, 0.1813], [0.1948, 0.0444, -0.3803]], "mulliken_spin": [0.0043, 0.8632, 0.0041, 0.0169, 0.0054, -0.0026, 0.0071, 0.0306, -0.0648, -0.0049, 0.0550, 0.0930, -0.0014, -0.0030, 0.0087, 0.3620, 0.0519, -0.0214, 0.0180, 0.0057, -0.0267, 0.0391, 0.3102, -0.0299, 0.3201, -0.0187, 0.0117, -0.0041, -0.0136, 0.0027, -0.0006, 0.0000, 0.0003, -0.0003, 0.0005, 0.0007, 0.0166, -0.0002, 0.0018, 0.0051, 0.0010, -0.0002, -0.0002, 0.0002, -0.0002, 0.0001, -0.0027, -0.0848, 0.3089, 0.1706, 0.0964, 0.3790, 0.0153, 0.1028, 0.0008, -0.0002, 0.0078, -0.0003, 0.0023, 0.0015, -0.0020, 0.0079, 0.0006, 0.0036, 0.0000, 0.0000, -0.0002, 0.0286, 0.3060, 0.2663, 0.0172, 0.2888, -0.0004, -0.0102, -0.0013, 0.0010, 0.0868, -0.0460, 0.3473, 0.1762, 0.0755, 0.3533, 0.0047, 0.0475, 0.0021, -0.0001, 0.0061]}